1.
{"formula": "C5H9NO", "method": "ωB97M-V/def2-TZVPD", "symbols": ["O", "C", "N", "C", "C", "C", "C", "H", "H", "H", "H", "H", "H", "H", "H", "H"], "xyz": [[-0.2694, -3.2945, 0.8436], [-0.9577, -2.2698, 0.6578], [-0.5702, -1.0406, 0.3769], [-1.1911, 0.0996, -0.3851], [0.0083, 0.7445, -1.1407], [1.4031, 0.9220, -0.3701], [1.5614, 1.5953, 0.8431], [-2.1288, -2.5815, 0.7160], [0.4734, -1.0261, 0.5618], [-2.0678, 0.0536, -1.0816], [-1.5092, 0.8407, 0.5371], [-0.2955, 1.7886, -1.3841], [0.1719, 0.3064, -2.1070], [2.1527, 0.2384, -0.8920], [0.7704, 1.5473, 1.5795], [2.4485, 2.0759, 1.2448]], "homo_energy_ha": -0.3459, "homo_lumo_gap_ha": 0.3625, "e_above_lowest_kcal_mol": 86.31, "smiles": "C=CCCNC=O"}

---

2.
{"formula": "C5H9NO", "method": "ωB97M-V/def2-TZVPD", "symbols": ["C", "C", "C", "N", "C", "C", "O", "H", "H", "H", "H", "H", "H", "H", "H", "H"], "xyz": [[1.2518, -0.9284, -0.1450], [0.2123, 0.2094, -0.0384], [0.7552, 1.6149, -0.3464], [-0.9943, -0.1781, -0.7672], [-1.6785, -0.7739, 0.3636], [-0.7186, 0.0746, 1.2084], [-0.7583, 0.5521, 2.3053], [2.2599, -0.6109, 0.1267], [1.2746, -1.2923, -1.1850], [0.9666, -1.7945, 0.4673], [1.7378, 1.5736, -0.8270], [0.8548, 2.2252, 0.5614], [0.0686, 2.1449, -1.0154], [-0.9651, -0.5456, -1.7001], [-2.7354, -0.5177, 0.3810], [-1.5528, -1.8503, 0.5828]], "homo_energy_ha": -0.3330, "homo_lumo_gap_ha": 0.3680, "e_above_lowest_kcal_mol": 44.76, "smiles": "CC1(C)NCC1=O"}

---

3.
{"formula": "C5H9NO", "method": "ωB97M-V/def2-TZVPD", "symbols": ["C", "C", "C", "C", "O", "C", "N", "H", "H", "H", "H", "H", "H", "H", "H", "H"], "xyz": [[-0.7575, -0.4725, 1.2130], [-0.0663, -0.1610, -0.0977], [-0.4101, -1.1575, -1.2002], [-0.1105, 1.3296, -0.6885], [1.2654, 1.1927, -1.1247], [1.3441, 0.3535, -0.0590], [1.6929, 1.0926, 0.9928], [-0.6714, 0.3554, 1.9225], [-1.8243, -0.6444, 1.0358], [-0.3486, -1.3814, 1.6697], [-0.1551, -2.1744, -0.8816], [-1.4831, -1.1334, -1.4175], [0.1430, -0.9346, -2.1166], [0.7003, 1.8217, 0.7139], [-0.7624, 1.4749, -1.5664], [1.5461, 0.5978, 1.8716]], "homo_energy_ha": [-0.3133, -0.3133], "homo_lumo_gap_ha": [0.3136, 0.3136], "e_above_lowest_kcal_mol": 133.24, "smiles": "CC1(C)[C@@H]2O[C@]21N"}

---

4.
{"formula": "C5H9NO", "method": "ωB97M-V/def2-TZVPD", "symbols": ["C", "C", "C", "C", "C", "N", "O", "H", "H", "H", "H", "H", "H", "H", "H", "H"], "xyz": [[0.3063, -0.5235, 0.3500], [0.8567, -1.3406, -0.8159], [-1.2069, -0.6680, 0.4595], [-0.1656, 1.8274, -0.5525], [0.7520, 0.9638, 0.1894], [0.0524, 2.0823, 0.8160], [-0.7694, 2.1546, -1.5176], [0.7638, -0.8773, 1.2824], [-0.6317, 2.0633, 1.5525], [1.8261, 1.0956, 0.0979], [0.6285, -2.3956, -0.6786], [-1.5985, -0.1061, 1.3064], [0.4140, -1.0076, -1.7521], [1.9374, -1.2353, -0.8871], [-1.4705, -1.7146, 0.5988], [-1.6946, -0.3183, -0.4492]], "homo_energy_ha": -0.3474, "homo_lumo_gap_ha": 0.3837, "e_above_lowest_kcal_mol": 47.92, "smiles": "CC(C)[C@@H]1NC1=O"}

---

5.
{"formula": "C5H9NO", "method": "ωB97M-V/def2-TZVPD", "symbols": ["O", "C", "C", "C", "C", "N", "C", "H", "H", "H", "H", "H", "H", "H", "H", "H"], "xyz": [[1.9520, -1.1262, 1.0184], [1.0346, -0.9720, -0.0386], [-0.4639, -1.1435, 0.3549], [-0.5446, 0.2596, -0.9750], [-1.5279, 1.2640, -0.5819], [-1.3598, 0.4543, 0.6316], [0.9341, 0.4166, -0.6970], [1.8252, -0.3921, 1.6352], [1.3083, -1.7357, -0.7762], [-0.5316, -1.3034, 1.4406], [-1.0171, -1.9428, -0.1443], [-2.5244, 1.2255, -1.0302], [-1.1707, 2.2904, -0.4350], [-0.6889, 0.9590, 1.2238], [1.5279, 0.5105, -1.6147], [1.2466, 1.2358, -0.0117]], "homo_energy_ha": -0.2847, "homo_lumo_gap_ha": 0.3148, "e_above_lowest_kcal_mol": 152.95}

---

6.
{"formula": "C5H9NO", "method": "ωB97M-V/def2-TZVPD", "symbols": ["O", "C", "C", "C", "C", "C", "N", "H", "H", "H", "H", "H", "H", "H", "H", "H"], "xyz": [[2.2316, 1.0121, 1.6211], [1.3513, 0.6015, 0.9526], [-0.0483, 0.2666, 1.4562], [-1.1411, 0.4806, 0.2229], [-0.7781, -0.4615, -0.9538], [-0.6097, -1.8248, -0.8195], [-0.8699, -0.0210, -2.2524], [1.6529, 0.0929, 0.0569], [-0.1861, -0.6211, 1.9253], [-0.2733, 0.8978, 2.3783], [-2.0722, 0.1216, 0.7146], [-1.0029, 1.5089, -0.2315], [-0.6039, -2.3354, -1.7320], [-0.4964, -2.3037, 0.0736], [-0.5380, -0.6200, -2.9552], [-0.8887, 0.9348, -2.5826]], "homo_energy_ha": -0.2927, "homo_lumo_gap_ha": 0.3235, "e_above_lowest_kcal_mol": 68.23, "smiles": "C=C(N)CCC=O"}

---

7.
{"formula": "C5H9NO", "method": "ωB97M-V/def2-TZVPD", "symbols": ["C", "C", "N", "C", "C", "C", "O", "H", "H", "H", "H", "H", "H", "H", "H", "H"], "xyz": [[-1.2902, -0.2156, 1.2057], [-1.2310, 0.0976, -0.2746], [-0.8871, 1.4605, -0.6936], [0.0415, 0.3577, -0.9736], [1.3556, 0.3382, -0.2289], [1.7977, -1.0458, 0.1703], [1.2242, -2.0639, -0.1353], [-0.6846, 0.4948, 1.7825], [-2.3214, -0.1571, 1.5765], [-0.9112, -1.2320, 1.3663], [-1.9755, -0.4306, -0.8695], [-1.4007, 1.7274, -1.5322], [0.1091, 0.0093, -2.0028], [1.3118, 0.9795, 0.6603], [2.1707, 0.7521, -0.8377], [2.7225, -1.0797, 0.7891]], "homo_energy_ha": -0.3537, "homo_lumo_gap_ha": 0.3925, "e_above_lowest_kcal_mol": 45.63, "smiles": "C[C@H]1N[C@H]1CC=O"}

---

8.
{"formula": "C5H9NO", "method": "ωB97M-V/def2-TZVPD", "symbols": ["C", "C", "C", "C", "O", "C", "N", "H", "H", "H", "H", "H", "H", "H", "H", "H"], "xyz": [[-2.1998, -0.2215, -0.0600], [-0.6773, -0.4157, -0.2439], [0.2074, 0.8640, -0.2373], [1.6816, 0.6319, 0.0992], [2.2467, -0.2446, -0.8589], [-0.1906, -1.2983, 0.8251], [0.2447, -1.9029, 1.7120], [-2.6275, 0.4597, -0.8027], [-2.4441, 0.1575, 0.9381], [-2.7077, -1.1873, -0.1697], [-0.5167, -0.9341, -1.1958], [0.1627, 1.3296, -1.2283], [-0.1798, 1.5899, 0.4880], [1.7829, 0.2175, 1.1118], [2.1897, 1.6088, 0.0898], [3.0278, -0.6545, -0.4675]], "homo_energy_ha": -0.3893, "homo_lumo_gap_ha": 0.4227, "e_above_lowest_kcal_mol": 26.02, "smiles": "C[C@H](C#N)CCO"}

---

9.
{"formula": "C5H9NO", "method": "ωB97M-V/def2-TZVPD", "symbols": ["C", "C", "C", "C", "C", "N", "O", "H", "H", "H", "H", "H", "H", "H", "H", "H"], "xyz": [[-0.5224, -2.0325, 0.3495], [-0.8361, 0.4978, -0.9005], [-0.6336, 1.9478, -0.5580], [0.7424, 1.5063, 0.0497], [0.2391, 0.1046, -0.2093], [0.6521, -1.1807, 0.1334], [1.5077, -1.1539, 1.2615], [-1.2044, -1.8810, -0.4928], [-1.0781, -1.7570, 1.2581], [-0.2501, -3.0871, 0.3647], [-1.5678, -0.0439, -1.4864], [-0.6222, 2.6703, -1.3780], [-1.3223, 2.2897, 0.2240], [0.9748, 1.8017, 1.0777], [1.5723, 1.8001, -0.6034], [2.3487, -1.4821, 0.9098]], "homo_energy_ha": -0.2937, "homo_lumo_gap_ha": 0.3289, "e_above_lowest_kcal_mol": 92.75, "smiles": "CN(O)C1=CCC1"}

---

10.
{"formula": "C5H9NO", "method": "ωB97M-V/def2-TZVPD", "symbols": ["C", "C", "C", "C", "C", "N", "O", "H", "H", "H", "H", "H", "H", "H", "H", "H"], "xyz": [[-1.5834, -1.0400, -0.0650], [-0.5946, -0.0529, -0.7297], [-0.8031, 1.3797, -0.4860], [0.5536, 1.0604, 0.0368], [0.8257, -0.0518, 0.9087], [1.8376, -0.8342, 0.9550], [2.9173, -0.3237, 0.2176], [-2.4674, -1.0468, -0.7256], [-1.9565, -0.7287, 0.9190], [-1.2496, -2.0815, 0.0213], [-0.2363, -0.4228, -1.6788], [-0.7221, 1.9440, -1.4119], [-1.6152, 1.7108, 0.1542], [0.0637, -0.2950, 1.6123], [1.4099, 1.6909, -0.2510], [3.6204, -0.9084, 0.5233]], "homo_energy_ha": -0.2858, "homo_lumo_gap_ha": 0.3244, "e_above_lowest_kcal_mol": 123.37, "smiles": "C[C@H]1C[C@H]1/C=N\\O"}

---

11.
{"formula": "C5H9NO", "method": "ωB97M-V/def2-TZVPD", "symbols": ["C", "C", "C", "C", "N", "C", "O", "H", "H", "H", "H", "H", "H", "H", "H", "H"], "xyz": [[1.3919, 0.7245, -0.0308], [0.1217, -0.1040, 0.1299], [0.4123, -1.2716, 1.0598], [-1.1047, 0.8918, 0.1505], [-1.3104, 0.5153, -1.2521], [-0.5109, -0.5886, -1.1738], [-0.4530, -1.6181, -1.8013], [2.2391, 0.1098, -0.3335], [1.6256, 1.1679, 0.9422], [1.2921, 1.5322, -0.7595], [0.7868, -0.9922, 2.0503], [1.2153, -1.7891, 0.5280], [-0.3967, -2.0005, 1.1533], [-1.9270, 0.6011, 0.8121], [-0.9033, 1.9604, 0.2873], [-1.9738, 0.7494, -1.9736]], "homo_energy_ha": -0.3540, "homo_lumo_gap_ha": 0.3862, "e_above_lowest_kcal_mol": 24.21, "smiles": "CC1(C)CNC1=O"}

---

12.
{"formula": "C5H9NO", "method": "ωB97M-V/def2-TZVPD", "symbols": ["C", "C", "N", "O", "C", "C", "C", "H", "H", "H", "H", "H", "H", "H", "H", "H"], "xyz": [[0.2754, -0.3103, -2.9837], [-0.6451, 0.1200, -0.9760], [-0.5882, -0.8281, -1.9244], [-0.5799, -0.4308, 0.2321], [-0.3100, 0.5776, 1.1832], [0.8617, 0.3694, 2.0809], [-0.5559, 0.2454, 2.6007], [-0.0234, 0.7252, -3.1633], [1.3140, -0.2840, -2.6275], [0.2074, -0.9021, -3.8927], [-0.4510, -1.8007, -1.6378], [-0.5041, 1.5629, 0.7749], [1.4281, -0.5490, 1.9560], [1.4540, 1.2389, 2.3522], [-0.9184, -0.7593, 2.7918], [-0.9647, 1.0248, 3.2336]], "homo_energy_ha": -0.3175, "homo_lumo_gap_ha": 0.3609, "e_above_lowest_kcal_mol": 88.52}

---

13.
{"formula": "C5H9NO", "method": "ωB97M-V/def2-TZVPD", "symbols": ["C", "C", "N", "C", "C", "C", "O", "H", "H", "H", "H", "H", "H", "H", "H", "H"], "xyz": [[1.4066, -1.1551, -0.7863], [0.7250, 0.2047, -0.7812], [-0.4151, 0.2918, -1.7604], [-0.6456, 0.7265, -0.3971], [-1.3236, -0.0377, 0.7131], [-0.7470, 0.4499, 2.0457], [0.1968, 1.1954, 2.1640], [0.7718, -1.9010, -1.2768], [2.3300, -1.1202, -1.3934], [1.6996, -1.5033, 0.2019], [1.3960, 1.0538, -0.6396], [0.2905, 0.9102, -2.2124], [-0.8509, 1.8027, -0.2698], [-1.1439, -1.1173, 0.6406], [-2.4072, 0.1106, 0.7782], [-1.2780, 0.0873, 2.9530]], "homo_energy_ha": -0.3510, "homo_lumo_gap_ha": 0.3882, "e_above_lowest_kcal_mol": 85.09, "smiles": "C[C@H]1N[C@H]1CC=O"}

---

14.
{"formula": "C5H9NO", "method": "ωB97M-V/def2-TZVPD", "symbols": ["C", "C", "C", "N", "C", "C", "O", "H", "H", "H", "H", "H", "H", "H", "H", "H"], "xyz": [[-0.0940, 1.5713, -0.0306], [0.0002, 0.0505, -0.2415], [-0.0071, -0.3453, -1.7200], [1.0637, -0.5849, 0.5761], [0.1594, -0.9199, 1.6848], [-0.9785, -0.7002, 0.6859], [-2.1217, -1.0489, 0.6020], [-0.8032, 2.0328, -0.7254], [0.8924, 2.0172, -0.2101], [-0.3974, 1.8323, 0.9907], [0.2474, 0.4978, -2.3725], [-0.9987, -0.7117, -2.0132], [0.7194, -1.1467, -1.8824], [1.8850, -0.0315, 0.7821], [0.2862, -1.9284, 2.0878], [0.0986, -0.1997, 2.5174]], "homo_energy_ha": -0.3454, "homo_lumo_gap_ha": 0.3797, "e_above_lowest_kcal_mol": 38.83, "smiles": "CC1(C)NCC1=O"}

---

15.
{"formula": "C5H9NO", "method": "ωB97M-V/def2-TZVPD", "symbols": ["C", "C", "C", "C", "C", "N", "O", "H", "H", "H", "H", "H", "H", "H", "H", "H"], "xyz": [[-1.3566, -1.2427, 1.2829], [-0.7364, -0.8425, 0.2016], [-0.3664, 1.2744, -0.7664], [1.6551, -0.2537, -0.4310], [0.3924, 0.3979, 0.2195], [-0.4021, 1.1181, -2.0161], [0.4324, 0.9711, 1.4681], [-2.2460, -1.9199, 1.2694], [-1.0814, -0.8603, 2.2688], [-0.9742, -1.2278, -0.7935], [-1.1057, 1.9087, -0.3779], [2.4871, 0.0734, -0.0283], [1.7386, -1.2987, -0.3052], [1.6956, -0.1057, -1.4938], [-1.0762, 1.7652, -2.4069], [0.9437, 0.2423, 1.9088]], "homo_energy_ha": -0.3609, "homo_lumo_gap_ha": 0.3931, "e_above_lowest_kcal_mol": 73.25, "smiles": "[H]/N=C/[C@@](C)(O)C=C"}